1.
The following is a quantum chemistry calculation of C28H20ClCoN2OPS5Sb as an isolated structure, from OMol25.

LUMO (alpha / beta)	0.828 / 0.805	eV
multiplicity	2
orbital gap (alpha / beta)	4.97 / 4.88	eV
E	-5679.43444	Eh
HOMO energy (alpha / beta)	-4.14 / -4.07	eV
energy above the lowest of the compared OMol25 structures with the same formula, charge and spin	58.88	kcal per mole
total charge	-1

Each line ends with the Löwdin charge.
Atoms and positions in Å:
1 Co 0.20869 -0.13068 0.97966  0.015
2 Cl -0.69333 -6.92418 -1.26504  0.629
3 C -0.22845 -5.38506 -0.59543  -0.680
4 C 0.99931 -5.26569 0.06906  -0.091
5 C 1.37507 -4.05781 0.59987  0.013
6 C 0.54344 -2.92127 0.50570  -0.325
7 O 0.95162 -1.81074 1.00370  -0.240
8 C -0.72075 -3.07120 -0.14156  -0.127
9 C -1.65814 -2.01634 -0.18000  -0.037
10 N -1.48710 -0.85482 0.37592  0.017
11 C -2.51494 0.08760 0.41863  -0.171
12 C -3.84823 -0.10627 0.09697  -0.004
13 C -4.76342 0.94413 0.21228  -0.075
14 C -4.37390 2.18809 0.63794  -0.029
15 C -3.02841 2.42513 0.97793  -0.147
16 C -2.54057 3.66452 1.43683  -0.008
17 C -1.21303 3.77923 1.73778  -0.030
18 C -0.35889 2.68204 1.58939  -0.126
19 N -0.78827 1.49220 1.21296  -0.001
20 C -2.10485 1.36191 0.88143  -0.135
21 C -1.06816 -4.31422 -0.71082  -0.068
22 H 1.64619 -6.12835 0.15165  0.105
23 H 2.32445 -3.94765 1.10614  0.124
24 H -2.59277 -2.21241 -0.70053  0.126
25 H -4.20124 -1.07425 -0.22910  0.103
26 H -5.80182 0.76274 -0.03416  0.105
27 H -5.09285 2.99255 0.72984  0.113
28 H -3.21281 4.50803 1.52922  0.117
29 H -0.80940 4.71445 2.09674  0.113
30 H 0.70096 2.76788 1.79500  0.052
31 H -2.01238 -4.41355 -1.23235  0.112
32 S 4.18794 2.24396 -0.46074  -0.267
33 Sb 3.22631 0.18166 -0.09385  0.290
34 S 1.01692 0.36738 -1.20953  0.094
35 S 2.01074 0.66066 1.98541  0.073
36 S 1.07246 5.15097 -4.23172  0.128
37 P 0.75477 4.75159 -2.32567  0.032
38 S 0.13077 2.85217 -1.96819  0.204
39 C -0.54055 5.89519 -1.69909  -0.390
40 C -0.26504 7.26095 -1.71149  -0.099
41 C -1.22719 8.17050 -1.30489  -0.089
42 C -2.48023 7.72159 -0.90404  -0.105
43 C -2.76298 6.36474 -0.91219  -0.105
44 C -1.79336 5.44890 -1.30462  -0.123
45 C 2.18723 5.18435 -1.28195  -0.406
46 C 1.99238 5.44992 0.06870  -0.106
47 C 3.07336 5.75415 0.87926  -0.093
48 C 4.35063 5.79796 0.33780  -0.111
49 C 4.54239 5.54033 -1.01038  -0.131
50 C 3.46211 5.23036 -1.82335  -0.150
51 H 0.70580 7.59945 -2.05302  0.107
52 H -1.00123 9.22980 -1.30818  0.098
53 H -3.23491 8.43323 -0.59064  0.093
54 H -3.74554 6.01842 -0.61001  0.093
55 H -2.00154 4.38601 -1.31336  0.054
56 H 0.98970 5.41690 0.47104  0.087
57 H 2.92127 5.94743 1.93494  0.097
58 H 5.19649 6.02224 0.97587  0.098
59 H 5.53985 5.56080 -1.43050  0.101
60 H 3.59931 5.01753 -2.87575  0.077

Cartesian forces (eV/Å) of the 3 atoms listed first:
0.7 0.2 -0.9
0.0 -0.1 -0.1
-0.3 0.1 -0.1

2.
The following is a quantum chemistry calculation of C28H20F7IrN11O9S2 as an isolated structure, from OMol25.

LUMO (alpha / beta)	-6.660 / -9.635	eV
multiplicity	6
orbital gap (alpha / beta)	6.11 / 3.13	eV
E	-3957.57825	Eh
HOMO energy (alpha / beta)	-12.77 / -12.76	eV
total charge	+2

Each line ends with the Löwdin charge.
Atoms and positions in Å:
1 Ir 0.07185 0.17092 -0.40090  1.711
2 F -0.90184 -3.67961 -0.88903  0.148
3 C -1.89549 -3.84162 -0.02036  -0.670
4 F -2.98996 -4.19757 -0.65212  0.196
5 F -1.56124 -4.74629 0.88056  0.176
6 S -2.18864 -2.19565 0.83383  0.669
7 O -1.61106 -1.22248 -0.11231  -0.458
8 O -3.57636 -2.04195 1.06199  -0.205
9 N -1.37712 -2.30315 2.17266  -0.265
10 S -0.01590 -1.69098 2.57844  0.638
11 O 0.46603 -0.63011 1.66308  -0.461
12 O 0.07640 -1.32630 3.94740  -0.222
13 C 1.22794 -3.03421 2.26819  -0.673
14 F 1.19240 -3.30664 0.96594  0.150
15 F 2.43450 -2.55436 2.58397  0.143
16 F 0.97219 -4.10891 2.97053  0.205
17 C 5.09051 1.12986 2.02915  -0.040
18 N 3.94961 1.33543 1.15675  -0.114
19 C 2.94398 0.49415 0.93399  -0.103
20 N 2.02427 1.12254 0.21591  -0.048
21 C 2.54631 2.36574 0.00190  -0.165
22 N 3.70511 2.52739 0.58010  0.154
23 C 4.70485 1.18798 3.49657  -0.155
24 C 5.59573 0.69605 4.46243  0.040
25 C 5.28796 0.73806 5.81790  -0.007
26 C 4.08200 1.25400 6.24038  0.044
27 C 3.17725 1.73865 5.27780  -0.107
28 C 3.50107 1.71172 3.90842  0.064
29 C 1.92253 2.24102 5.70070  -0.195
30 N 1.48083 2.34477 6.96082  0.181
31 N 0.27061 2.84268 6.91690  0.180
32 C -0.03466 3.05081 5.63002  -0.194
33 O 0.98843 2.68157 4.82967  0.171
34 C -1.24476 3.58395 5.11615  -0.112
35 C -2.31116 3.84152 5.99759  0.041
36 C -3.49657 4.32113 5.48597  -0.006
37 C -3.62807 4.55684 4.11978  0.042
38 C -2.56543 4.32689 3.23922  -0.162
39 C -2.71678 4.60228 1.75247  -0.040
40 N -2.41417 3.41746 0.96433  -0.098
41 C -1.25108 2.99968 0.47998  -0.114
42 N -1.41992 1.79451 -0.05342  -0.056
43 C -2.75421 1.52721 0.13127  -0.148
44 N -3.37134 2.49631 0.74385  0.170
45 C -1.37925 3.83610 3.74090  0.056
46 H 5.81592 1.90811 1.79519  0.151
47 H 5.53946 0.16332 1.80126  0.148
48 H 2.88535 -0.51485 1.30883  0.140
49 H 2.06629 3.13282 -0.58275  0.126
50 H 6.54183 0.27231 4.14640  0.138
51 H 5.99636 0.36053 6.54188  0.131
52 H 3.81674 1.29569 7.28814  0.135
53 H 2.78449 2.10771 3.20079  0.126
54 H -2.18482 3.65053 7.05466  0.135
55 H -4.33269 4.50638 6.14559  0.131
56 H -4.57134 4.92439 3.73458  0.136
57 H -2.05685 5.41100 1.43943  0.147
58 H -3.74200 4.88330 1.52696  0.140
59 H -0.33520 3.56781 0.48957  0.140
60 H -3.24184 0.62324 -0.19210  0.120
61 H -0.53664 3.64202 3.08864  0.122
62 F -0.36802 -3.62986 -6.50681  0.112
63 C 0.56307 -3.59572 -5.55552  -0.180
64 C 1.03822 -2.42493 -5.10743  0.047
65 N 2.01199 -2.35926 -4.13931  -0.008
66 C 2.45865 -1.10329 -3.59928  -0.029
67 C 1.56238 -0.67531 -2.42377  -0.607
68 O 1.03748 0.48152 -2.45178  -0.072
69 O 1.35765 -1.45651 -1.47616  -0.032
70 C 2.56387 -3.51941 -3.55637  -0.459
71 O 3.42916 -3.45062 -2.71456  0.095
72 N 2.02730 -4.68261 -4.03196  0.227
73 C 1.02650 -4.87140 -4.99972  -0.381
74 O 0.62519 -5.96283 -5.29413  0.146
75 H 0.67099 -1.48992 -5.50852  0.153
76 H 2.44057 -0.31618 -4.34891  0.142
77 H 3.46301 -1.24582 -3.20337  0.142
78 H 2.40098 -5.53079 -3.62818  0.177

Cartesian forces (eV/Å) of the 3 atoms listed first:
0.5 -0.3 -0.7
-0.1 -0.1 0.1
0.1 0.0 -0.1

3.
The following is a quantum chemistry calculation of C28H20N5SSe2Ti as an isolated structure, from OMol25.

LUMO	-3.498	eV
orbital gap	6.57	eV
E	-7403.17895	Eh
HOMO energy	-10.06	eV
energy above the lowest of the compared OMol25 structures with the same formula, charge and spin	26.82	kcal per mole
total charge	+1

Each line ends with the Löwdin charge.
Atoms and positions in Å:
1 Ti 12.67512 5.77842 11.83191  0.596
2 C 11.26632 5.62583 16.09471  -0.031
3 C 12.05066 5.41626 14.97964  -0.152
4 N 12.15447 6.28207 13.97503  0.013
5 C 11.33000 7.40076 14.01739  -0.142
6 C 10.34292 7.57069 14.96482  -0.167
7 C 10.43662 6.73175 16.12180  0.039
8 C 9.42250 8.63095 14.82948  -0.028
9 C 9.50534 9.35303 13.65290  -0.072
10 C 10.47524 9.19838 12.67280  -0.041
11 C 11.46922 8.27549 12.86701  -0.220
12 N 12.52476 7.81307 12.08057  -0.109
13 C 13.41835 8.58337 11.35091  -0.283
14 C 13.33422 9.94261 11.05403  0.007
15 C 14.49886 10.61866 10.46643  -0.041
16 C 15.64684 9.96393 10.28657  -0.055
17 C 15.76086 8.61165 10.65243  -0.131
18 C 16.99347 7.91151 10.74130  0.026
19 C 17.03500 6.59952 11.21378  -0.006
20 C 15.80183 5.90615 11.44422  -0.092
21 N 14.63963 6.53713 11.41712  -0.011
22 C 14.61788 7.85755 11.06392  -0.146
23 H 11.19304 4.90250 16.88552  0.112
24 H 12.71209 4.57655 14.83684  0.051
25 H 9.67391 6.82281 16.91734  0.136
26 H 8.72814 8.96568 15.58805  0.117
27 H 8.70311 10.15032 13.59893  0.134
28 H 10.58070 9.81364 11.79780  0.084
29 H 12.58732 10.63001 11.42260  0.101
30 H 14.50893 11.68666 10.48181  0.108
31 H 16.52805 10.43769 9.99078  0.103
32 H 17.90075 8.44071 10.55647  0.116
33 H 18.01389 6.09156 11.13854  0.121
34 H 15.76774 4.85916 11.75854  0.087
35 Se 9.37727 6.51420 9.24865  0.701
36 Se 11.04202 8.01900 9.38100  0.715
37 C 12.40085 6.72049 8.79861  -0.581
38 C 13.05731 6.82282 7.57731  -0.071
39 C 13.75584 5.76535 7.02249  -0.041
40 C 13.84945 4.63609 7.78282  -0.026
41 C 13.31523 4.64011 9.10566  -0.136
42 N 12.58031 5.62825 9.58088  -0.070
43 C 9.16559 5.79053 11.07618  -0.584
44 C 7.93174 5.95245 11.75534  -0.084
45 C 7.64300 5.17348 12.82974  -0.065
46 C 8.55899 4.23522 13.17226  -0.047
47 C 9.81265 4.21953 12.56895  -0.119
48 N 10.17768 5.08503 11.58308  0.007
49 H 13.03365 7.72528 7.07278  0.089
50 H 14.37282 5.93281 6.14467  0.127
51 H 14.31227 3.65718 7.40505  0.145
52 H 13.56887 3.79720 9.74822  0.074
53 H 7.24025 6.70202 11.42542  0.106
54 H 6.67519 5.23679 13.33939  0.133
55 H 8.41910 3.45690 13.92978  0.126
56 H 10.59194 3.65385 12.95457  0.041
57 S 13.24360 3.94296 12.46619  0.334

Cartesian forces (eV/Å) of the 3 atoms listed first:
-1.2 1.4 -0.1
-1.1 0.9 0.6
1.3 0.5 -1.2

4.
The following is a quantum chemistry calculation of a 5-piece molecular cluster, C28H21BBrClO12 overall, from OMol25.

LUMO	-1.944	eV
orbital gap	8.31	eV
E	-5041.30352	Eh
SMILES string	CB(O)[C@H]1OC(=O)O[C@]1(Cl)Br.O=C1C=CC(=O)C=C1.O=C1C=CC(=O)C=C1.O=C1C=CC(=O)C=C1.O=C1C=CC(=O)C=C1
HOMO energy	-10.26	eV
total charge	0

Each line ends with the Löwdin charge.
Atoms and positions in Å:
1 C 6.57790 5.90224 1.23439  -0.047
2 B 5.19714 5.71043 0.31206  -0.306
3 O 5.39438 5.13792 -1.03413  0.018
4 C 3.77054 6.17260 0.98687  -0.211
5 O 2.92244 7.17435 0.30180  -0.040
6 C 1.80823 7.32867 1.29314  -0.236
7 O 1.18149 8.48659 1.51913  0.054
8 O 1.62913 6.00366 1.95292  -0.134
9 C 2.60422 5.06650 1.30566  -0.947
10 Cl 1.64622 4.49328 -0.21870  0.602
11 Br 3.01053 3.57971 2.60426  0.750
12 H 6.47295 6.90794 1.85494  0.083
13 H 7.54448 6.03500 0.57074  0.084
14 H 6.69840 4.98959 1.96298  0.089
15 H 5.38927 5.90673 -1.70679  0.141
16 H 4.03570 6.60474 2.04137  0.165
17 C 4.58856 -1.05640 2.16152  0.028
18 C 3.86903 -2.18263 2.14694  0.027
19 C 2.60820 -2.27633 1.38487  -0.379
20 O 1.94796 -3.30611 1.37257  0.084
21 C 2.17442 -1.07850 0.63866  -0.002
22 C 2.89396 0.04773 0.65324  0.037
23 C 4.15478 0.14143 1.41532  -0.390
24 O 4.81502 1.17121 1.42761  0.047
25 H 5.51516 -0.97063 2.71588  0.124
26 H 4.17414 -3.06999 2.68851  0.123
27 H 1.24782 -1.16427 0.08431  0.100
28 H 2.58884 0.93509 0.11167  0.122
29 C 0.55516 -3.02457 -4.70410  0.020
30 C 0.41370 -1.87580 -4.03578  0.016
31 C 1.12921 -1.63438 -2.76732  -0.381
32 O 0.99878 -0.58403 -2.15393  0.082
33 C 2.00782 -2.71033 -2.26715  0.018
34 C 2.14928 -3.85910 -2.93547  0.032
35 C 1.43378 -4.10052 -4.20393  -0.382
36 O 1.56421 -5.15087 -4.81732  0.103
37 H 0.03708 -3.21804 -5.63545  0.124
38 H -0.22642 -1.07664 -4.38990  0.123
39 H 2.52590 -2.51686 -1.33580  0.097
40 H 2.78940 -4.65826 -2.58135  0.126
41 C -1.10822 -3.40240 0.32372  0.033
42 C -1.85885 -3.21031 1.41275  0.035
43 C -3.33275 -3.25834 1.34547  -0.371
44 O -4.02062 -3.08067 2.34136  0.089
45 C -3.94461 -3.52832 0.02921  0.030
46 C -3.19399 -3.72041 -1.05982  0.037
47 C -1.72009 -3.67238 -0.99254  -0.355
48 O -1.03222 -3.85006 -1.98842  0.106
49 H -0.02602 -3.36978 0.35555  0.088
50 H -1.42511 -3.01199 2.38556  0.125
51 H -5.02682 -3.56094 -0.00262  0.097
52 H -3.62773 -3.91873 -2.03262  0.126
53 C -8.35315 -0.71519 -0.55779  0.021
54 C -8.49461 0.43358 0.11053  0.023
55 C -7.77911 0.67500 1.37898  -0.382
56 O -7.90954 1.72535 1.99237  0.102
57 C -6.90049 -0.40095 1.87915  0.034
58 C -6.75903 -1.54972 1.21083  0.022
59 C -7.47453 -1.79114 -0.05762  -0.378
60 O -7.34410 -2.84150 -0.67101  0.089
61 H -8.87123 -0.90866 -1.48914  0.122
62 H -9.13473 1.23274 -0.24359  0.123
63 H -6.38241 -0.20748 2.81050  0.127
64 H -6.11891 -2.34888 1.56495  0.091

Cartesian forces (eV/Å) of the 3 atoms listed first:
-0.2 0.7 0.0
2.0 -0.7 -1.6
-0.8 3.3 1.3

Number 1: F_max 1.58 eV/A. Number 2: F_max 1.51 eV/A. Number 3: F_max 3.37 eV/A. Number 4: F_max 9.81 eV/A.